Formula: C3H10N4O2
Source: the Open Molecules 2025 dataset
Level of theory: ωB97M-V/def2-TZVPD

The HOMO-LUMO gap is 0.3347 hartree. The value obtained for the molecular weight is 134.139 g/mol. As for the energy above the lowest of the compared OMol25 structures with the same formula, charge and spin: 426.33 kJ/mol.

Geometry (Å):
C: 2.59293 0.11062 -0.32554
C: -2.44194 -0.47834 0.33523
C: 0.26478 -0.77225 -0.73919
N: -2.00219 0.89183 0.54778
N: 0.59784 -0.92901 -1.97864
N: 1.19643 -0.10549 -0.02530
N: 0.78114 0.53034 1.20796
O: 3.32173 0.53174 0.80251
O: 3.10870 -0.04167 -1.42092
H: -1.74420 -1.09277 -0.29337
H: -3.44463 -0.54243 0.08645
H: -2.54625 -1.18316 1.25438
H: -1.87516 1.06491 1.49266
H: -2.35362 1.50528 -0.12750
H: -0.09224 -1.26759 -2.63711
H: 1.57452 -0.61983 -2.34217
H: 2.66785 0.76974 1.48286
H: 0.46878 1.54925 1.26311
H: -0.07449 0.07882 1.41677